# 1
ORCA calculation (the ωB97M-V functional and the def2-TZVPD basis) on a 8-piece molecular cluster, C16H32Br16 overall at a distorted geometry.

```
64
Properties=species:S:1:pos:R:3:forces:R:3:mulliken_charge:R:1
Br 17.380 13.237 16.256 -0.2151 -0.0936 -0.4290 0.108
C 17.944 13.378 14.340 1.0180 -0.2694 -0.2647 -0.568
C 17.035 12.507 13.484 0.0041 0.3148 0.0551 -0.444
Br 17.666 12.631 11.610 -0.3883 -0.1306 1.0916 -0.057
H 18.982 13.051 14.275 -0.1077 -0.7357 0.4817 0.468
H 18.131 14.424 14.101 -1.2357 0.3129 0.0786 0.495
H 15.980 12.774 13.548 0.1385 0.3574 -0.3374 0.087
H 17.098 11.484 13.855 0.2671 -0.0871 -0.4165 0.361
Br 15.781 10.105 16.774 0.4957 0.3965 0.1728 0.003
C 13.911 10.482 17.096 -1.2873 -0.5920 -0.7655 -0.281
C 13.637 11.779 17.772 -0.3413 0.9806 0.3561 -0.509
Br 11.625 12.197 17.465 2.0478 -0.3717 0.5836 -0.018
H 13.474 9.654 17.653 0.4466 -0.1661 0.1215 0.435
H 13.455 10.430 16.108 0.1608 0.1832 0.0051 0.154
H 14.281 12.574 17.397 -0.6612 0.2555 -0.5337 0.108
H 13.879 11.775 18.834 -0.6985 -0.2800 0.1035 0.465
Br 8.304 10.995 15.041 -0.6067 -0.7563 -0.3152 -0.052
C 7.313 9.532 14.096 2.1208 -1.3654 -0.5331 -0.467
C 8.403 8.432 13.839 -1.3374 -0.8346 -0.4388 -0.638
Br 7.648 6.941 12.597 0.3874 1.3566 0.5109 -0.170
H 7.059 9.902 13.103 -0.4433 0.2696 0.4679 0.362
H 6.501 9.111 14.689 0.0323 0.5917 -0.0646 0.368
H 8.610 7.724 14.641 0.1970 0.8920 0.3330 0.369
H 9.294 8.846 13.367 -0.2129 -0.2697 0.0003 0.263
Br 13.188 11.658 11.273 0.2377 -0.2492 0.3834 -0.151
C 13.322 10.343 12.757 -0.8142 0.3813 -0.8440 0.100
C 14.371 9.304 12.406 -0.3765 0.2013 0.7668 -0.404
Br 14.232 7.954 13.883 0.3101 0.4710 -0.7218 -0.182
H 12.311 9.938 12.798 0.2303 -0.3176 -0.1059 0.273
H 13.415 10.940 13.665 0.6703 -0.2303 -0.1174 -0.371
H 15.380 9.713 12.366 -0.0678 -0.1306 0.3077 0.292
H 14.177 8.819 11.449 -0.2010 -0.1341 0.3250 0.430
Br 12.675 17.658 16.198 -0.0639 0.0408 0.0978 -0.100
C 13.485 16.330 17.352 0.5069 0.4907 0.2935 -0.140
C 15.012 16.542 17.227 -0.5813 -1.0675 -0.1105 -0.520
Br 15.930 15.499 18.674 -0.1573 0.2387 -0.8079 -0.156
H 13.131 15.373 16.969 0.4613 -0.0315 0.0312 -0.198
H 13.085 16.439 18.360 0.2086 0.2739 -0.0867 0.494
H 15.419 17.553 17.241 -0.4750 -0.0730 0.4806 0.461
H 15.309 16.097 16.277 0.2265 -0.1106 0.1521 0.282
Br 13.440 13.528 14.710 -1.1827 0.6958 -0.0219 -0.029
C 11.628 14.470 14.579 0.6056 1.8400 0.6554 0.536
C 10.647 13.694 13.797 0.3128 -1.0287 -0.9187 -0.380
Br 8.886 14.540 13.644 0.8787 -0.0044 -0.1595 -0.071
H 11.884 15.421 14.112 0.2403 -0.2976 -0.5062 -0.313
H 11.267 14.850 15.535 0.3155 -0.9581 0.5533 -0.169
H 10.508 12.685 14.183 -0.2206 0.1483 0.0837 0.098
H 11.086 13.610 12.802 -0.5533 -0.1488 -0.2124 0.368
Br 12.271 17.978 12.751 -0.1733 0.1251 -0.1228 -0.147
C 12.898 19.666 12.083 0.3286 1.8729 -0.0792 -0.663
C 13.362 20.687 13.210 0.0518 -1.5874 -1.6012 -0.460
Br 14.482 21.969 12.273 -0.1339 0.2320 0.1916 -0.148
H 12.154 20.191 11.484 -0.6810 -0.3538 0.4198 0.388
H 13.630 19.497 11.293 0.5676 -0.3567 0.7220 0.419
H 14.018 20.191 13.925 -0.3559 0.1892 0.1221 0.287
H 12.493 21.191 13.634 0.3452 -0.0833 0.1314 0.347
Br 6.081 13.081 17.065 0.0207 0.4947 0.3982 -0.131
C 7.480 14.381 16.777 1.4487 0.4816 -0.6895 0.135
C 8.235 14.854 18.017 -1.3157 0.1578 0.8017 -0.654
Br 9.805 15.986 17.680 -0.3103 -0.5557 -0.2516 -0.095
H 7.123 15.280 16.275 -0.5667 -0.2372 0.0428 0.427
H 8.141 13.930 16.037 -0.0251 -0.1942 0.3924 -0.515
H 8.456 14.079 18.751 0.4364 -0.0649 -0.3838 0.422
H 7.574 15.553 18.529 0.0709 -0.0784 0.1253 0.396
```
Forces are in eV/Å.

Computed properties:
- LUMO energy (spin up / spin down): -3.1818 / -9.1334 eV
- HOMO level (spin up / spin down): -11.7 / -11.7 eV
- Max |F|: 2.6 eV Å⁻¹
- 2S+1: 2
- Kohn-Sham gap (spin up / spin down): 8.489 / 2.538 eV
- Energy above the lowest of the compared OMol25 structures with the same formula, charge and spin: 0.718 eV
- Net charge: +1

# 2
ORCA calculation (the ωB97M-V functional and the def2-TZVPD basis) on C16H28N4Pt as an isolated structure.

```
49
Properties=species:S:1:pos:R:3:forces:R:3:mulliken_charge:R:1
Pt 1.133 -0.360 0.839 0.4427 -0.1203 0.2368 0.608
C 0.610 0.815 3.718 -0.0671 -0.0273 0.0580 -0.963
C 0.034 1.562 2.499 0.0351 -0.0128 0.0237 -0.645
N 0.884 1.666 1.281 -0.2491 0.0342 -0.1226 -0.260
C 0.091 2.274 0.153 0.0261 -0.0081 0.0464 -1.565
C -0.944 1.356 -0.429 0.0219 -0.0567 -0.0784 0.379
C -2.288 1.583 -0.248 0.0441 -0.0050 0.0951 -0.187
C -3.278 0.597 -0.378 0.0672 -0.0380 0.0789 -1.333
C -2.801 -0.722 -0.315 -0.0262 0.0142 0.0618 -0.117
C -1.479 -1.000 -0.507 0.0384 0.1322 -0.1352 -0.151
C -0.785 -2.286 -0.181 0.0881 -0.0403 -0.0179 -1.234
N 0.142 -2.191 1.003 -0.1690 0.0534 -0.0646 -0.322
C -0.642 -1.980 2.246 -0.0428 0.0016 0.0125 -0.615
C 0.125 -1.675 3.544 -0.0496 0.0468 0.1081 -0.983
N 1.043 -0.559 3.573 -0.0760 0.0729 -0.1149 -0.055
N -0.694 0.081 -1.105 -0.5827 0.1727 0.1347 0.901
H -0.170 0.916 4.492 -0.0019 0.0143 0.0065 0.320
H 1.475 1.376 4.083 0.0131 -0.0091 -0.0126 0.439
H -0.208 2.575 2.858 -0.0158 0.0065 -0.0142 0.473
H -0.904 1.108 2.180 0.0143 -0.0176 -0.0130 0.182
H 1.671 2.279 1.475 0.0307 -0.0300 -0.0150 0.300
H 0.822 2.660 -0.549 0.0022 -0.0517 -0.0371 0.494
H -0.472 3.140 0.524 0.0254 0.0079 0.0317 0.389
H -2.568 2.562 0.127 0.0104 -0.0037 -0.0177 0.346
H -4.319 0.834 -0.221 -0.0029 -0.0230 -0.0232 0.347
H -3.452 -1.535 -0.011 -0.0314 0.0264 -0.0227 0.371
H -0.160 -2.659 -0.995 -0.0238 0.0399 -0.0175 0.431
H -1.565 -3.035 0.009 0.0055 -0.0146 0.0243 0.361
H 0.657 -3.065 1.072 0.0226 0.0036 -0.0264 0.291
H -1.243 -2.879 2.457 -0.0206 -0.0001 -0.0208 0.462
H -1.343 -1.175 2.027 0.0082 0.0048 -0.0084 0.201
H 0.699 -2.562 3.823 0.0278 0.0101 -0.0139 0.449
H -0.667 -1.569 4.306 0.0027 -0.0308 0.0126 0.314
H 1.861 -0.755 4.120 0.0198 -0.0071 -0.0272 0.205
C 1.686 1.518 -2.532 -0.0627 0.0361 0.0156 -1.811
C 1.014 0.244 -3.018 0.0515 -0.0678 0.2114 2.451
C 0.703 0.315 -4.510 -0.0002 0.0177 -0.0235 -1.882
C 1.979 -0.932 -2.708 -0.1217 0.0803 -0.0765 -1.412
C -0.213 -0.206 -2.272 0.3423 -0.1498 -0.1343 -1.202
H 2.625 1.642 -3.075 -0.0156 0.0421 -0.0012 0.530
H 1.912 1.423 -1.468 0.1092 -0.0467 -0.1403 0.291
H 1.074 2.406 -2.707 -0.0384 -0.0202 0.0203 0.367
H 1.627 0.460 -5.074 -0.0045 -0.0080 0.0045 0.431
H 0.032 1.147 -4.733 -0.0019 -0.0021 -0.0045 0.397
H 0.235 -0.607 -4.862 -0.0060 0.0041 -0.0029 0.397
H 2.990 -0.676 -3.030 0.0026 -0.0196 0.0101 0.433
H 1.671 -1.846 -3.221 -0.0268 0.0076 -0.0085 0.379
H 1.971 -1.100 -1.621 0.1981 0.0037 -0.0388 0.115
H -0.573 -1.165 -2.639 -0.0126 -0.0224 0.0411 0.683
```
Forces are in eV/Å.

Computed properties:
- LUMO energy: 0.5364 eV
- HOMO level: -5.3 eV
- Max |F|: 0.6 eV Å⁻¹
- Kohn-Sham gap: 5.871 eV
- Energy above the lowest of the compared OMol25 structures with the same formula, charge and spin: 2.170 eV

# 3
ORCA calculation (the ωB97M-V functional and the def2-TZVPD basis) on a single C8H17O4P molecule at a distorted geometry.

```
30
Properties=species:S:1:pos:R:3:forces:R:3:mulliken_charge:R:1
C -3.413 1.730 1.564 0.8290 -0.4394 -0.4960 -0.669
C -1.936 1.748 1.374 -0.9275 0.3032 0.3005 -0.300
C -1.167 2.303 0.000 -2.4954 -2.0463 0.1600 0.021
O 0.190 2.691 0.417 0.4938 -2.5909 -3.5841 -0.330
P 1.408 2.172 -0.715 5.4499 5.4527 -1.0711 0.745
O 2.475 3.377 -0.802 -4.3079 -5.0203 0.6050 -0.690
O 0.811 1.983 -2.368 1.5110 -1.6558 2.8436 -0.472
O 2.304 0.757 -0.238 -3.5810 1.6058 -0.1181 -0.379
C 1.491 -0.175 0.567 -0.9892 -1.0167 1.4427 0.588
C 2.519 -1.242 1.268 0.9114 1.2535 0.4484 -1.211
C 0.273 -0.843 -0.301 -0.6731 -0.5148 -0.3101 0.002
C 0.339 -2.473 -0.460 -1.2312 -0.2106 0.7822 -0.459
C -0.924 -2.954 -1.416 -0.3847 0.1364 0.3483 -1.012
H -4.050 2.594 2.071 1.7771 -2.6936 0.6093 0.247
H -4.027 0.797 1.179 0.9197 2.8301 -0.9733 0.219
H -1.228 1.364 2.240 -1.1782 2.6373 -1.1787 0.261
H -1.802 3.217 -0.417 1.7437 -1.8525 1.1841 0.342
H -1.216 1.460 -0.810 0.4833 1.6771 1.1771 0.177
H 1.479 1.371 -2.835 -1.3019 1.3035 1.1117 0.356
H 0.983 0.432 1.454 1.1442 -1.1681 -1.8941 0.022
H 2.014 -2.181 1.750 0.8576 1.8428 -1.3045 0.291
H 3.042 -0.659 2.168 -1.1137 -1.2377 -1.9972 0.360
H 3.395 -1.493 0.516 -1.9929 0.1995 1.4731 0.297
H 0.155 -0.381 -1.392 0.5592 -0.8224 2.3315 0.192
H -0.757 -0.596 0.249 2.2053 -0.5662 -1.1250 0.046
H 1.378 -2.900 -0.790 -2.0401 1.0370 0.4020 0.307
H 0.102 -2.922 0.620 0.6892 0.8497 -2.3312 0.233
H -0.916 -4.118 -1.650 0.1258 2.5862 0.4688 0.309
H -1.938 -2.726 -0.830 2.2214 -0.5007 -1.2455 0.243
H -0.983 -2.331 -2.416 0.2953 -1.3788 1.9406 0.265
```
Forces are in eV/Å.

Computed properties:
- LUMO energy: -1.3639 eV
- SMILES: C=CCO[P@](=O)(O)O[C@H](C)CCC
- HOMO level: -7.8 eV
- Max |F|: 7.8 eV Å⁻¹
- Kohn-Sham gap: 6.413 eV
- Energy above the lowest of the compared OMol25 structures with the same formula, charge and spin: 6.621 eV

# 4
ORCA calculation (the ωB97M-V functional and the def2-TZVPD basis) on an isolated ion of composition C7H9N2O2 and charge -1 at a distorted geometry.

```
20
Properties=species:S:1:pos:R:3:forces:R:3:mulliken_charge:R:1
C -3.080 0.490 -0.708 -2.7507 2.0545 -2.6431 -1.370
C -2.006 0.243 -0.086 3.4573 -0.0679 3.1631 0.677
N -1.147 0.209 0.757 -0.4979 -0.2713 -0.8672 -0.254
C 0.109 0.053 1.195 3.3553 -0.5214 -1.2939 0.422
C 0.338 0.471 2.595 -2.3782 0.4612 0.9504 -1.383
C 1.305 -0.333 0.491 0.7061 0.2799 1.1526 0.314
O 2.477 -0.359 1.010 -2.0142 0.0646 -0.7143 -0.823
C 1.345 -0.744 -1.072 -0.0054 -0.1671 2.1110 0.452
C 0.963 0.541 -1.838 2.1971 -1.3357 1.8940 -1.342
N 0.330 -1.718 -1.226 -1.1417 -3.6010 0.6697 -0.097
O 0.540 -2.921 -0.874 0.2912 3.8116 -1.1441 -0.451
H -3.706 -0.316 -0.934 -1.1886 -0.9265 -0.5479 0.263
H -3.305 1.504 -1.102 0.1294 -0.8278 0.2260 0.215
H 1.259 0.153 3.016 0.8758 0.0833 0.0982 0.381
H -0.472 -0.025 3.151 0.1652 -0.0616 0.3632 0.313
H 0.081 1.546 2.774 0.7548 -0.4379 -0.1719 0.206
H 2.362 -1.224 -1.075 -0.7903 0.8610 -0.6953 0.413
H 0.776 0.274 -2.793 0.1074 -0.6222 -3.6666 0.448
H 1.795 1.213 -1.706 0.0268 0.5353 -0.2454 0.299
H 0.038 0.943 -1.573 -1.2994 0.6891 1.3616 0.315
```
Forces are in eV/Å.

Computed properties:
- LUMO energy (spin up / spin down): 3.5613 / 3.5604 eV
- SMILES: C=C=N/C(C)=C(/[O-])[C@H](C)N=O
- HOMO level (spin up / spin down): -2.8 / -2.8 eV
- Max |F|: 4.7 eV Å⁻¹
- Kohn-Sham gap (spin up / spin down): 6.405 / 6.404 eV
- Energy above the lowest of the compared OMol25 structures with the same formula, charge and spin: 5.301 eV
- Net charge: -1

# 5
ORCA calculation (the ωB97M-V functional and the def2-TZVPD basis) on a single C4H9NOS molecule at a distorted geometry.

```
16
Properties=species:S:1:pos:R:3:forces:R:3:mulliken_charge:R:1
C -3.675 0.801 -0.209 -0.9229 -1.5628 -0.8617 -0.199
N -2.456 0.479 -0.181 0.7324 -0.2399 0.9865 -0.307
S -1.994 -1.193 -0.109 -0.3321 0.3139 -0.2039 -0.012
C -0.297 -0.959 0.430 0.4181 0.6942 -0.0394 -0.453
O 0.516 -0.669 -0.689 -0.0210 0.2109 0.3674 -0.293
C 1.904 -0.578 -0.431 0.4807 1.5291 0.2920 -0.335
C 2.425 0.789 0.098 -1.8230 0.6532 -0.6077 -1.063
H -4.485 0.026 -0.402 0.6615 0.9511 0.5160 0.174
H -3.972 1.845 -0.138 0.1822 -0.0330 -0.1366 0.257
H -0.370 -0.132 1.159 0.3048 -0.1408 -0.3047 0.275
H 0.153 -1.831 0.931 -0.7712 -0.0945 0.0209 0.378
H 2.289 -1.284 0.287 -0.2807 -0.9697 0.2377 0.327
H 2.347 -0.757 -1.387 0.4451 -0.2646 -0.5442 0.314
H 2.018 1.006 1.102 0.3090 -0.0982 -0.3714 0.283
H 3.500 0.834 0.115 0.4830 -0.2816 0.1528 0.384
H 2.097 1.621 -0.575 0.1343 -0.6673 0.4964 0.270
```
Forces are in eV/Å.

Computed properties:
- LUMO energy: 0.9783 eV
- SMILES: C=NSCOCC
- HOMO level: -8.9 eV
- Max |F|: 2.0 eV Å⁻¹
- Kohn-Sham gap: 9.916 eV
- Energy above the lowest of the compared OMol25 structures with the same formula, charge and spin: 2.638 eV

# 6
ORCA calculation (the ωB97M-V functional and the def2-TZVPD basis) on C4HBrClI as an isolated structure at a distorted geometry.

```
8
Properties=species:S:1:pos:R:3:forces:R:3:mulliken_charge:R:1
C 0.686 0.079 -0.176 3.1172 5.9459 1.3777 -0.566
C 0.579 1.471 -0.056 0.4972 -1.3838 -1.8814 0.402
C -0.532 3.102 -1.934 0.8870 -1.6536 2.0895 -0.278
C -0.044 2.245 -1.047 -0.3719 0.3846 0.2900 0.203
Cl 1.848 2.237 0.876 -0.0279 0.3424 0.1737 -0.169
Br -0.494 2.701 -3.742 0.0579 -0.0713 -0.8512 -0.062
I -1.356 4.934 -1.372 -0.0656 -0.0580 0.0847 0.148
H -0.023 -0.563 -0.352 -4.0939 -3.5061 -1.2830 0.322
```
Forces are in eV/Å.

Computed properties:
- LUMO energy (spin up / spin down): -1.3125 / -1.5917 eV
- HOMO level (spin up / spin down): -8.7 / -9.3 eV
- Max |F|: 6.9 eV Å⁻¹
- Kohn-Sham gap (spin up / spin down): 7.352 / 7.728 eV
- Energy above the lowest of the compared OMol25 structures with the same formula, charge and spin: 2.952 eV